# C22H25F4IN3Tl

A molecular structure, C22H25F4IN3Tl (ωB97M-V with the def2-TZVPD basis set, the OMol25 dataset).

Results
2S+1   1
Highest occupied orbital energy   -0.0349 Eh
Charge   -2
Energy relative to the best compared isomer or geometry (same formula, charge and spin)   28.3 kJ/mol
Kohn-Sham gap   5.5 eV

Each line ends with the Löwdin charge.
CARTESIAN COORDINATES (ANGSTROEM)
Tl  -0.769  -0.959  0.492  0.504
C  -2.368  -0.220  -3.097  -0.129
N  -1.039  -0.629  -2.718  -0.315
C  -0.553  -1.696  -3.559  -0.110
C  -0.140  0.511  -2.688  -0.233
C  1.298  0.210  -2.233  -0.253
N  1.364  -0.798  -1.209  -0.056
C  2.524  -1.128  -0.703  -0.229
C  2.589  -2.293  0.137  -0.180
F  1.402  -2.911  0.398  -0.037
C  3.752  -2.815  0.632  -0.236
F  3.745  -3.978  1.344  0.047
C  4.985  -2.213  0.398  -0.001
C  4.966  -1.061  -0.371  -0.240
F  6.166  -0.447  -0.618  0.029
C  3.818  -0.537  -0.910  -0.128
F  3.961  0.594  -1.679  0.023
H  -2.415  0.209  -4.118  0.077
H  -2.738  0.533  -2.401  0.070
H  -3.036  -1.080  -3.055  0.078
H  -0.343  -1.357  -4.590  0.079
H  -1.302  -2.488  -3.606  0.078
H  0.356  -2.091  -3.118  0.075
H  -0.575  1.237  -2.002  0.076
H  -0.077  0.982  -3.694  0.114
H  1.721  1.166  -1.894  0.108
H  1.892  -0.120  -3.107  0.110
H  5.901  -2.611  0.795  0.103
C  -4.795  -0.541  0.457  -0.115
C  -4.644  0.789  0.097  -0.127
C  -3.894  1.644  0.886  -0.121
C  -3.317  1.177  2.058  -0.107
C  -3.493  -0.143  2.438  -0.175
C  -4.219  -1.004  1.629  -0.154
H  -5.350  -1.219  -0.182  0.094
H  -5.105  1.158  -0.810  0.089
H  -3.751  2.674  0.583  0.096
H  -2.713  1.834  2.666  0.108
H  -3.049  -0.509  3.350  0.056
H  -4.309  -2.045  1.901  0.075
C  1.798  -0.418  3.171  -0.073
C  1.405  0.907  2.603  -0.423
C  1.941  2.141  2.910  -0.128
C  1.298  3.068  2.074  -0.134
C  0.405  2.339  1.313  -0.438
C  -0.447  2.869  0.201  -0.080
N  0.459  1.020  1.636  -0.030
H  2.800  -0.352  3.601  0.067
H  1.813  -1.164  2.376  0.031
H  1.111  -0.764  3.947  0.040
H  2.716  2.347  3.635  0.067
H  1.460  4.137  2.031  0.066
H  -0.872  3.843  0.464  0.063
H  -1.255  2.172  -0.020  0.025
H  0.157  3.016  -0.701  0.058
I  -1.235  -2.987  2.862  -0.259

Force components x, y, z for each atom (eV/Å):
-0.098 0.475 -0.396
0.050 -0.006 0.048
-0.003 0.103 -0.352
-0.043 0.078 0.123
0.174 -0.160 0.226
0.166 -0.026 -0.014
-0.663 0.002 0.001
0.695 -0.118 -0.050
-0.259 -0.139 0.071
0.533 0.012 -0.071
0.122 -0.095 -0.005
-0.197 0.358 -0.135
-0.049 0.130 -0.056
0.319 -0.251 0.100
-0.420 -0.052 -0.011
-0.025 0.204 -0.179
-0.063 -0.273 0.224
0.028 -0.009 -0.044
-0.022 0.029 0.082
-0.092 -0.022 0.002
0.000 0.025 -0.111
0.026 -0.060 0.016
0.168 -0.119 0.003
-0.060 0.057 -0.021
-0.060 0.047 0.087
-0.044 0.008 -0.230
-0.078 0.184 0.013
0.088 -0.054 0.072
-0.061 -0.083 0.032
-0.054 0.084 -0.179
-0.041 0.154 -0.038
-0.011 0.055 0.080
-0.142 0.094 0.100
-0.151 -0.091 -0.008
0.013 0.023 0.025
0.013 0.023 -0.106
0.021 -0.002 0.010
0.103 0.064 0.021
0.127 -0.104 -0.021
0.074 -0.081 0.071
-0.097 0.112 0.040
0.187 -0.247 0.186
0.331 -0.019 0.302
-0.131 0.509 -0.031
-0.231 0.224 -0.103
0.172 -0.035 0.064
-0.016 -0.108 -0.154
0.024 -0.061 -0.003
0.032 -0.183 0.127
-0.008 -0.103 -0.063
0.064 -0.054 0.054
-0.002 0.046 -0.052
-0.092 -0.035 -0.024
-0.092 0.041 -0.090
-0.143 -0.039 -0.135
-0.082 -0.513 0.506